Density functional theory data (ωB97M-V/def2-TZVPD) for the molecule C20H18FN7O at a distorted geometry.

Structure (XYZ):
```
47
Properties=species:S:1:pos:R:3:forces:R:3
C 5.12506 2.30063 -3.01859 -1.142 -0.726 -0.894
O 4.19698 1.93617 -2.00060 -0.570 0.198 0.685
N 4.59610 0.79443 -1.31551 0.517 -0.598 1.133
C 4.03971 0.64043 -0.14893 -0.409 2.164 -1.595
C 4.41769 -0.32569 0.85078 -1.807 1.270 -1.270
C 5.42795 -1.19249 0.71543 2.750 -1.916 -0.848
N 6.15548 -1.38666 -0.38215 0.320 1.797 -2.736
N 5.87846 -1.96991 1.66381 0.483 -1.833 3.296
C 5.28805 -1.91424 2.85520 0.123 0.177 -2.292
N 4.24239 -1.14704 3.04984 0.303 -1.229 2.285
C 3.80840 -0.41420 2.06648 -0.714 1.143 1.376
N 2.78789 0.40536 2.50649 -0.856 0.225 -0.569
C 1.49900 0.33392 1.96501 -1.952 -0.315 -1.730
C 0.52897 1.14700 2.58019 -1.801 0.438 -0.569
C -0.77776 1.22992 2.05747 1.224 -0.410 1.002
C -1.09978 0.45511 0.94210 -2.076 2.412 1.377
N -2.35480 0.50055 0.34208 -0.525 -0.855 -0.385
C -2.31956 -0.39735 -0.61754 0.470 2.064 1.050
C -3.48919 -0.66983 -1.55039 1.687 -1.056 -0.143
C -4.12448 -1.98938 -1.21721 -1.292 -1.321 1.075
C -4.20882 -2.41432 0.12954 0.448 -0.361 -0.356
C -4.91648 -3.55488 0.46937 -0.564 -0.173 -1.403
C -5.63395 -4.29858 -0.50652 0.189 0.223 -0.005
C -5.59251 -3.89743 -1.86060 0.284 0.697 2.042
F -6.39797 -4.50157 -2.78452 1.035 0.478 0.600
C -4.81326 -2.76597 -2.16707 -0.375 0.136 -1.084
N -1.04151 -0.90636 -0.68188 1.258 -2.346 -1.582
C -0.22948 -0.38450 0.32425 -0.148 0.259 0.552
C 1.07985 -0.46921 0.84434 0.400 0.534 0.351
H 4.71543 3.17967 -3.54369 0.038 -0.377 0.479
H 5.20982 1.48378 -3.74352 0.019 0.057 0.027
H 6.09194 2.51519 -2.64375 0.954 0.304 0.645
H 3.29661 1.39469 0.16552 0.262 -0.314 -0.171
H 6.18916 -0.57207 -1.03082 0.013 -1.269 0.338
H 6.96199 -1.97596 -0.23498 -0.051 0.284 -0.110
H 5.64988 -2.56794 3.62646 0.101 -0.002 0.373
H 2.73330 0.36596 3.51662 0.209 -0.039 -0.062
H 0.72493 1.78144 3.44482 0.421 -0.322 -0.170
H -1.54816 1.80607 2.59412 0.465 -0.204 -0.583
H -3.09744 -0.74065 -2.57120 -0.166 0.281 -0.016
H -4.21798 0.12570 -1.48673 0.056 0.306 0.147
H -3.65712 -1.95492 0.95226 -0.197 0.390 -0.501
H -4.94213 -3.80622 1.51703 -0.161 -0.410 0.031
H -6.21547 -5.15849 -0.17002 0.078 0.222 -0.349
H -4.81440 -2.44373 -3.21656 0.036 -0.063 0.372
H -0.76703 -1.69914 -1.26484 -0.217 0.543 0.245
H 1.74723 -1.09777 0.30872 0.878 -0.462 -0.056
```
Positions in Å, forces in eV/Å.

Summary:
LUMO level   0.3 eV
Molecular weight   391.41 g mol⁻¹
Multiplicity   1
Maximum force   3.80 eV/A